Record 1
This record from the OMol25 dataset describes 13 unconnected molecules or ions with the total composition C26H78O13S4 at a distorted geometry. The level of theory is wB97M-V/def2-TZVPD.

Each line ends with the Löwdin charge.
Atoms and positions in Å:
C: -2.59112 4.19355 -3.41939  -0.066
C: -2.79812 3.29255 -2.19239  -0.247
O: -3.61312 2.24855 -2.76039  0.000
H: -2.43612 3.81555 -4.36139  0.034
H: -1.77212 4.84255 -3.33339  0.037
H: -3.64112 4.75255 -3.51039  0.131
H: -3.20212 3.67955 -1.36339  0.064
H: -1.84812 2.81755 -1.80639  0.101
H: -3.88012 1.71055 -2.21839  -0.130
C: 2.52288 -3.64145 -1.15539  -0.078
C: 2.90388 -5.00045 -1.62439  -0.230
O: 2.94988 -5.98845 -0.52739  -0.014
H: 1.73888 -3.61445 -0.59139  -0.008
H: 2.28688 -2.98945 -1.91539  0.032
H: 3.17388 -3.10445 -0.53739  0.077
H: 3.99788 -4.80245 -2.11439  0.154
H: 2.31588 -5.45145 -2.39539  0.084
H: 3.18488 -6.65345 -1.03439  -0.020
C: -2.75312 4.01455 3.45161  -0.104
C: -2.74712 2.54155 4.02261  -0.215
O: -4.21012 2.24855 4.25261  -0.043
H: -3.37612 4.88755 4.03061  0.128
H: -3.14812 4.07255 2.36161  0.081
H: -1.74012 4.36755 3.34561  0.021
H: -2.30512 2.62355 4.97861  0.085
H: -2.16212 2.02955 3.27761  0.081
H: -4.11812 1.39055 4.37261  -0.034
C: 3.08288 2.81455 0.69461  -0.074
C: 4.03188 2.43555 1.79361  -0.311
O: 4.37388 1.08555 1.99961  -0.023
H: 1.92488 2.61355 0.94461  0.108
H: 3.33288 2.33155 -0.13839  0.025
H: 3.25088 3.85655 0.66361  0.067
H: 3.69888 2.84955 2.79561  0.130
H: 4.89588 2.99355 1.61161  0.087
H: 4.81188 0.93855 2.75961  0.021
C: 0.24688 0.53355 5.26961  -0.054
C: 1.08288 1.86755 5.60961  -0.329
O: 1.29888 1.88655 6.96161  -0.117
H: -0.64112 0.65755 5.74461  0.005
H: 0.82588 -0.42245 5.45961  0.082
H: -0.07712 0.21755 4.16961  0.093
H: 0.34988 2.61655 5.45361  0.072
H: 2.03288 2.02455 5.11761  0.096
H: 2.02688 2.55655 7.30261  0.158
C: 2.28988 -1.33845 -4.39839  -0.127
C: 3.53788 -2.00345 -4.57839  -0.425
O: 3.41988 -3.16345 -5.31339  -0.045
H: 1.71588 -1.91745 -3.75639  0.005
H: 1.54888 -1.09745 -5.26839  0.117
H: 2.59088 -0.21645 -3.90539  0.152
H: 3.90388 -2.08945 -3.54739  0.114
H: 4.24288 -1.38245 -5.09139  0.107
H: 4.25788 -3.63945 -5.22039  0.098
C: 0.41888 4.93355 -0.05139  -0.085
C: -0.84312 5.32355 0.73861  -0.392
O: -1.36312 6.39855 0.07761  -0.161
H: 0.28088 4.73655 -1.17139  0.089
H: 1.11688 4.19655 0.46061  0.035
H: 1.16388 5.76755 -0.00339  0.083
H: -0.70612 5.69455 1.81861  0.133
H: -1.54012 4.49955 0.52561  0.080
H: -2.44512 6.67555 0.30761  0.221
C: 3.18788 -2.18745 3.44561  -0.065
C: 2.32888 -2.11345 2.14761  -0.293
O: 1.00988 -1.98145 2.62561  -0.163
H: 4.35388 -2.45145 3.45261  0.115
H: 2.62088 -2.84145 4.20261  0.098
H: 3.13488 -1.28645 3.91061  -0.005
H: 2.17688 -2.91845 1.56761  0.048
H: 2.48988 -1.09245 1.70661  0.099
H: 0.40988 -1.83045 1.79761  0.056
C: 2.07488 3.97955 -3.77539  -0.075
C: 0.78088 3.18455 -3.85039  -0.324
O: 1.04288 1.76855 -3.70039  -0.206
H: 1.77288 5.04655 -3.57239  0.094
H: 2.83888 3.79755 -4.60439  0.099
H: 2.58788 3.54255 -2.90439  0.062
H: 0.30988 3.20955 -4.89039  0.139
H: 0.21688 3.33255 -3.05439  0.016
H: 0.14488 1.08355 -3.67339  0.198
C: -0.26912 -4.71545 -4.37139  -0.215
S: -1.77712 -4.56045 -3.32639  0.842
O: -1.72312 -5.65745 -2.25539  -0.590
C: -1.52812 -2.91145 -2.61339  -0.259
H: -0.34012 -3.82245 -4.90539  0.009
H: -0.48412 -5.55945 -4.97939  0.035
H: 0.64288 -4.81645 -3.69339  0.071
H: -1.18612 -2.23145 -3.43939  0.072
H: -0.78812 -3.04545 -1.81839  0.037
H: -2.32812 -2.52545 -2.06339  0.003
C: 1.18288 0.04955 -0.74239  -0.221
S: -0.62612 -0.09745 -0.41739  0.898
O: -0.71812 -1.26045 0.54261  -0.566
C: -0.82012 1.34055 0.67061  -0.241
H: 1.60288 0.98455 -1.14139  0.045
H: 1.19688 -0.81445 -1.40339  0.013
H: 1.92288 -0.05845 0.06661  0.047
H: -0.51912 2.24055 0.19761  0.012
H: -0.48212 1.35255 1.66061  0.040
H: -1.86412 1.58755 0.69061  0.022
C: -4.21912 -0.37145 1.85761  -0.239
S: -5.06612 -0.16145 0.31061  0.946
O: -4.07512 0.69155 -0.45939  -0.556
C: -4.81612 -1.84245 -0.24739  -0.227
H: -4.81012 -0.95245 2.45861  0.031
H: -4.25512 0.60555 2.30261  0.029
H: -3.21412 -0.67045 1.89561  0.049
H: -5.44712 -2.44745 0.23561  0.022
H: -3.88912 -2.17345 -0.34039  -0.006
H: -5.25712 -2.01645 -1.17739  0.053
C: -0.32812 -4.64345 1.33461  -0.246
S: -1.49312 -5.84345 0.82161  0.839
O: -1.52912 -6.83345 1.96161  -0.552
C: -2.98612 -4.98445 1.01361  -0.229
H: 0.52488 -5.05245 1.36861  -0.038
H: -0.69412 -4.33245 2.43161  0.135
H: -0.26212 -3.78945 0.66261  0.034
H: -3.77712 -5.55345 1.33661  0.052
H: -3.13812 -4.57645 0.05561  0.027
H: -2.71812 -4.29145 1.61961  -0.028

- HOMO (hartree) = -0.2845
- frontier orbital gap (eV) = 8.0
- relative energy (zero: lowest compared OMol25 entry of this formula, charge and spin) (eV) = 0.0000
- DFT total energy (Eh) = -3607.53495
- molar mass (g/mol) = 727.16



Record 2
This record from the OMol25 dataset describes 13 unconnected molecules or ions with the total composition C26H78O26 at a distorted geometry. The level of theory is wB97M-V/def2-TZVPD.

Each line ends with the Löwdin charge.
Atoms and positions in Å:
C: -4.65212 -2.01127 -3.11913  -0.237
C: -3.30670 -2.67233 -2.85122  -0.251
O: -2.40354 -2.41155 -3.90608  -0.077
O: -5.59279 -2.61995 -2.24325  -0.069
H: -4.96337 -2.17395 -4.15276  0.123
H: -4.52018 -0.94229 -2.92121  0.110
H: -3.41802 -3.73029 -2.61258  0.124
H: -2.91426 -2.28949 -1.90079  0.095
H: -2.13050 -1.48071 -3.84005  0.033
H: -6.48646 -2.35694 -2.47389  0.081
C: 3.89218 2.28882 0.03363  -0.244
C: 2.87933 3.37454 -0.25890  -0.198
O: 1.73538 2.80673 -0.91753  -0.133
O: 3.44468 1.40164 1.03178  -0.051
H: 4.81509 2.75318 0.39592  0.125
H: 4.18140 1.76841 -0.88685  0.116
H: 3.31533 4.08146 -0.97893  0.117
H: 2.49441 3.83204 0.65112  0.120
H: 2.02499 2.17063 -1.61248  0.054
H: 2.64967 0.93145 0.73375  0.062
C: 2.72024 -4.17305 0.54472  -0.202
C: 1.94360 -5.36179 1.14058  -0.260
O: 2.02678 -6.54482 0.38464  -0.046
O: 2.38253 -2.92390 1.12701  -0.131
H: 2.44593 -4.09549 -0.51612  0.109
H: 3.78868 -4.31032 0.69268  0.127
H: 0.90162 -5.05016 1.28373  0.102
H: 2.34195 -5.48250 2.15228  0.126
H: 1.39056 -6.44507 -0.33097  0.091
H: 1.45402 -2.72943 0.94008  0.058
C: -2.92362 1.33374 0.36043  -0.248
C: -3.78864 0.63746 1.39969  -0.221
O: -3.48456 1.00378 2.72902  -0.063
O: -3.23457 2.71735 0.30881  -0.064
H: -3.16997 0.89566 -0.60876  0.107
H: -1.85416 1.24294 0.58375  0.099
H: -3.78280 -0.44725 1.26252  0.110
H: -4.83616 0.89461 1.18738  0.131
H: -3.85665 1.87615 2.90410  0.102
H: -2.76982 3.17235 1.02879  0.038
C: 2.60620 -1.70927 3.28818  -0.243
C: 1.61541 -0.56760 3.22405  -0.205
O: 0.79169 -0.53806 4.39613  -0.126
O: 3.53564 -1.57213 4.34128  -0.046
H: 3.12473 -1.84394 2.34090  0.103
H: 2.00600 -2.62191 3.41718  0.109
H: 0.95784 -0.68588 2.35012  0.091
H: 2.08482 0.41595 3.09849  0.115
H: 0.18216 0.18399 4.19627  0.021
H: 3.04214 -1.37970 5.14620  0.079
C: 3.30519 2.31596 -3.98973  -0.216
C: 4.50007 1.65363 -4.69035  -0.242
O: 4.12222 0.64643 -5.59788  -0.066
O: 2.60185 1.50930 -3.06742  -0.104
H: 2.57812 2.69630 -4.71428  0.126
H: 3.69685 3.22125 -3.51548  0.118
H: 5.21581 1.29016 -3.94335  0.120
H: 5.04003 2.42421 -5.24498  0.118
H: 3.91073 -0.14272 -5.07280  0.039
H: 2.01010 0.86668 -3.51843  0.058
C: 0.23173 -0.06516 -0.56969  -0.209
C: -0.91057 -1.04872 -0.32813  -0.192
O: -0.41323 -2.11798 0.46677  -0.060
O: 0.50026 0.77964 0.52506  -0.097
H: -0.02286 0.46801 -1.49407  0.114
H: 1.11956 -0.66704 -0.78636  0.110
H: -1.21870 -1.48613 -1.28502  0.103
H: -1.74796 -0.48804 0.09742  0.086
H: -1.08314 -2.28094 1.14923  0.060
H: 0.45563 1.69476 0.22011  0.066
C: -2.14265 1.55633 -3.15424  -0.235
C: -1.68404 2.81427 -3.87955  -0.206
O: -0.26652 2.95053 -3.73101  -0.080
O: -1.74441 0.35202 -3.77311  -0.077
H: -3.22388 1.54849 -2.98825  0.123
H: -1.76617 1.57830 -2.12076  0.090
H: -2.19043 3.68635 -3.47015  0.117
H: -1.94329 2.64467 -4.92605  0.123
H: -0.15447 3.55611 -2.98031  0.030
H: -0.85692 0.44249 -4.15069  0.069
C: -0.13227 2.50384 3.28507  -0.191
C: -0.59566 3.91582 2.98301  -0.190
O: -1.98479 3.94443 2.59174  -0.079
O: -1.06992 1.74466 4.05058  -0.094
H: 0.82558 2.52897 3.79703  0.137
H: -0.04667 1.95459 2.34041  0.101
H: 0.02764 4.36263 2.20001  0.108
H: -0.50168 4.57975 3.84846  0.125
H: -2.21045 4.88069 2.62128  0.102
H: -1.92146 1.77699 3.58343  0.060
C: -0.64812 -4.56585 3.49147  -0.237
C: -0.61222 -6.01956 3.92834  -0.235
O: -1.94056 -6.50807 4.05397  -0.058
O: -1.48971 -4.30983 2.37529  -0.064
H: 0.37094 -4.25307 3.26916  0.098
H: -1.04830 -4.01147 4.34954  0.114
H: -0.08343 -6.08131 4.88328  0.124
H: -0.05777 -6.62910 3.20562  0.116
H: -1.92893 -7.44230 4.26950  0.088
H: -2.30784 -4.79940 2.54326  0.094
C: 2.28910 -2.08980 -3.38303  -0.204
C: 1.10117 -1.65366 -4.24773  -0.167
O: 1.12665 -0.23704 -4.51355  -0.079
O: 3.47512 -1.73164 -4.08611  -0.067
H: 2.29540 -3.18077 -3.30269  0.125
H: 2.21023 -1.64221 -2.38936  0.106
H: 0.14765 -1.87259 -3.76742  0.105
H: 1.16129 -2.27410 -5.14424  0.135
H: 1.39751 -0.16055 -5.43969  0.121
H: 4.22356 -2.06725 -3.58194  0.109
C: -1.44093 -1.03041 3.34788  -0.238
C: -1.55108 -0.69338 4.81629  -0.233
O: -1.91763 -1.89008 5.52120  -0.046
O: -2.67400 -1.37415 2.74669  -0.073
H: -0.72826 -1.85252 3.22458  0.109
H: -0.99469 -0.20890 2.78230  0.104
H: -2.28089 0.09834 4.99902  0.119
H: -0.59196 -0.33818 5.20349  0.086
H: -2.32995 -1.62538 6.34705  0.084
H: -2.86624 -2.30294 2.90897  0.093
C: 0.30255 6.47691 -1.07081  -0.238
C: -0.88589 5.53842 -0.91847  -0.191
O: -0.67061 4.30628 -1.59208  -0.098
O: 0.30161 7.16847 -2.30781  -0.046
H: 1.23756 5.91196 -0.98985  0.112
H: 0.26411 7.16159 -0.21211  0.119
H: -1.82064 5.91807 -1.33154  0.134
H: -1.08696 5.37781 0.14628  0.101
H: 0.07557 3.83788 -1.17750  0.064
H: 0.98125 7.84636 -2.26842  0.085

- HOMO (hartree) = -0.3398
- frontier orbital gap (eV) = 9.4
- relative energy (zero: lowest compared OMol25 entry of this formula, charge and spin) (eV) = 2.3112
- DFT total energy (Eh) = -2993.41070
- molar mass (g/mol) = 806.88



Record 3
This record from the OMol25 dataset describes 13 unconnected molecules or ions with the total composition C26H78O26 at a distorted geometry. The level of theory is wB97M-V/def2-TZVPD.

Each line ends with the Löwdin charge.
Atoms and positions in Å:
C: -1.46902 0.32457 -5.59680  -0.176
C: -1.97762 1.73532 -5.26804  -0.189
O: -1.68917 1.93627 -3.88680  -0.100
O: -2.10091 -0.59369 -4.66962  -0.098
H: -0.38079 0.29321 -5.61640  0.115
H: -1.82272 -0.02349 -6.57135  0.123
H: -3.03571 1.94893 -5.43820  0.123
H: -1.44356 2.45746 -5.89252  0.119
H: -1.65298 1.07311 -3.44699  0.068
H: -1.69168 -1.46020 -4.83676  0.062
C: 2.27106 2.67234 -3.70147  -0.227
C: 1.54214 3.79251 -4.43996  -0.202
O: 0.17182 4.00965 -4.07593  -0.104
O: 1.76134 1.39557 -4.06319  -0.070
H: 2.15622 2.87240 -2.63077  0.107
H: 3.32705 2.73713 -3.97609  0.124
H: 1.56131 3.71564 -5.52697  0.122
H: 2.07789 4.68274 -4.10361  0.120
H: -0.30211 3.15140 -4.05855  0.048
H: 2.49622 0.78245 -3.91485  0.037
C: -0.17644 -3.78395 -3.26015  -0.226
C: -1.50006 -4.16474 -3.92960  -0.194
O: -1.56499 -3.40624 -5.14107  -0.085
O: 0.89087 -4.34562 -4.02996  -0.073
H: -0.15741 -4.25981 -2.26730  0.118
H: -0.02871 -2.72314 -3.07895  0.108
H: -2.33367 -3.85087 -3.30124  0.125
H: -1.59133 -5.22394 -4.17277  0.121
H: -0.86806 -3.59743 -5.77385  0.095
H: 1.02706 -5.25011 -3.73850  0.086
C: 1.05005 -1.25688 5.40748  -0.183
C: 1.85445 -0.30235 6.30590  -0.218
O: 1.06815 0.71837 6.90388  -0.055
O: 0.85243 -0.61438 4.15055  -0.108
H: 0.07133 -1.55050 5.77337  0.119
H: 1.68878 -2.13011 5.22964  0.116
H: 2.64543 0.15264 5.70959  0.111
H: 2.40771 -0.82178 7.09614  0.119
H: 0.66935 0.39997 7.71792  0.097
H: 1.66313 -0.50752 3.64739  0.059
C: -0.60600 6.42146 -1.38087  -0.252
C: -1.55599 5.34713 -0.88804  -0.228
O: -1.16257 4.05712 -1.31829  -0.073
O: -0.66264 6.59171 -2.79367  -0.062
H: 0.39640 6.34916 -0.95346  0.110
H: -1.03938 7.34998 -0.98766  0.120
H: -2.55228 5.62933 -1.24007  0.125
H: -1.56136 5.40480 0.20223  0.122
H: -1.11774 4.03739 -2.28507  0.063
H: -0.24446 5.79778 -3.18542  0.052
C: 5.20418 -1.74676 3.97703  -0.242
C: 4.04318 -1.60299 3.00237  -0.217
O: 3.49397 -0.29846 2.98210  -0.073
O: 6.34353 -1.02156 3.53602  -0.053
H: 5.47713 -2.79530 4.13977  0.122
H: 4.85858 -1.44184 4.97354  0.115
H: 3.27199 -2.28041 3.37459  0.107
H: 4.31587 -1.98762 2.01634  0.124
H: 4.17149 0.37730 2.86862  0.100
H: 6.92468 -0.89188 4.29061  0.088
C: -2.33910 0.69194 5.55177  -0.251
C: -2.30381 0.82322 4.00161  -0.230
O: -1.05746 1.29197 3.55440  -0.077
O: -1.83164 1.79918 6.24862  -0.063
H: -1.83880 -0.22422 5.89436  0.100
H: -3.37956 0.55979 5.85778  0.119
H: -3.07105 1.57853 3.81971  0.118
H: -2.67156 -0.12404 3.59862  0.099
H: -0.37062 0.68925 3.90376  0.048
H: -0.87836 1.86338 6.11895  0.062
C: 0.10051 -4.12004 1.99725  -0.216
C: -0.52803 -3.89584 3.39229  -0.218
O: -0.99852 -2.56475 3.50135  -0.100
O: 1.28806 -3.35287 1.80720  -0.080
H: -0.61411 -3.90569 1.20009  0.108
H: 0.44287 -5.15920 1.92922  0.117
H: 0.27378 -3.98518 4.14263  0.109
H: -1.25292 -4.67472 3.62440  0.118
H: -0.21619 -1.99173 3.41292  0.047
H: 1.04162 -2.60005 1.25672  0.045
C: -0.52521 0.50106 -1.05971  -0.217
C: -0.38190 0.01648 0.37117  -0.220
O: 0.87423 -0.56669 0.65185  -0.072
O: -1.75339 1.18902 -1.20502  -0.077
H: -0.35797 -0.34380 -1.73840  0.119
H: 0.31868 1.14562 -1.33999  0.121
H: -1.21910 -0.66796 0.55539  0.120
H: -0.54294 0.80515 1.11410  0.106
H: 1.45404 0.10949 1.02571  0.047
H: -1.55470 2.13722 -1.16449  0.071
C: 2.26712 4.01909 0.63780  -0.227
C: 1.99169 2.65677 1.27863  -0.208
O: 2.61518 1.63391 0.50943  -0.083
O: 3.63421 4.40633 0.81377  -0.067
H: 1.63199 4.83555 0.99863  0.117
H: 2.04856 4.01676 -0.43034  0.107
H: 0.91212 2.50714 1.27767  0.117
H: 2.33259 2.65851 2.31861  0.125
H: 3.56455 1.76343 0.62476  0.091
H: 3.80053 4.38223 1.76263  0.083
C: 3.89819 -1.17297 -1.16790  -0.216
C: 3.35566 -1.32267 -2.58096  -0.201
O: 3.98767 -0.42541 -3.50158  -0.073
O: 5.16363 -1.81245 -0.93727  -0.064
H: 3.17995 -1.54657 -0.44075  0.110
H: 4.08448 -0.11473 -0.95180  0.115
H: 2.31319 -0.99437 -2.58844  0.108
H: 3.29562 -2.34793 -2.94547  0.124
H: 4.93728 -0.45531 -3.35388  0.086
H: 5.76895 -1.44431 -1.59082  0.072
C: -4.86401 -0.35412 -1.66514  -0.251
C: -5.24260 0.40037 -2.93010  -0.223
O: -4.88873 -0.34385 -4.10095  -0.090
O: -3.53560 -0.80420 -1.68908  -0.087
H: -5.50705 -1.22775 -1.51757  0.114
H: -5.02715 0.25390 -0.76312  0.122
H: -4.69979 1.33885 -3.07973  0.112
H: -6.31912 0.57025 -2.94149  0.115
H: -3.92994 -0.45909 -4.17586  0.032
H: -2.92399 -0.11138 -1.38424  0.039
C: -3.84318 -2.45432 2.00295  -0.225
C: -3.59590 -3.24660 0.72259  -0.235
O: -3.32700 -4.61265 1.04306  -0.072
O: -5.16581 -2.70295 2.49075  -0.073
H: -3.81321 -1.37582 1.84352  0.112
H: -3.10967 -2.69449 2.77559  0.093
H: -2.74190 -2.82763 0.18167  0.095
H: -4.39301 -3.15440 -0.01791  0.117
H: -4.15038 -5.09707 0.94009  0.080
H: -5.27738 -3.64587 2.64369  0.073

- HOMO (hartree) = -0.3317
- frontier orbital gap (eV) = 9.0
- relative energy (zero: lowest compared OMol25 entry of this formula, charge and spin) (eV) = 0.6219
- DFT total energy (Eh) = -2993.47278
- molar mass (g/mol) = 806.88